No. 1
{"formula": "C27H22IN2PTl", "method": "ωB97M-V/def2-TZVPD", "e_homo_ha": -0.3993, "e_lumo_ev": -2.828, "fmax_ev_per_a": 0.2, "total_charge": 1, "energy_ev": -53414.9401, "orbital_gap_ha": 0.2954, "species": ["Tl", "I", "C", "C", "C", "C", "C", "C", "C", "C", "C", "P", "C", "C", "C", "C", "C", "C", "C", "C", "C", "C", "C", "C", "C", "H", "H", "H", "H", "H", "H", "H", "H", "H", "H", "H", "H", "H", "H", "H", "H", "N", "C", "C", "C", "C", "C", "N", "H", "H", "H", "H", "H", "H"], "coordinates": [[0.78, -1.65, 2.47], [0.10, -3.15, -0.48], [-1.94, -2.72, -0.82], [-2.69, -3.85, -1.02], [-4.02, -3.77, -1.48], [-4.53, -2.55, -1.79], [-3.77, -1.37, -1.60], [-4.33, -0.14, -2.01], [-3.65, 1.03, -1.87], [-2.41, 1.01, -1.21], [-1.83, -0.15, -0.75], [-0.41, 0.13, 0.38], [-1.12, 1.21, 1.67], [-2.47, 1.22, 2.01], [-2.92, 1.91, 3.12], [-2.03, 2.61, 3.92], [-0.67, 2.61, 3.60], [-0.22, 1.91, 2.49], [0.69, 1.20, -0.60], [0.76, 2.58, -0.46], [1.62, 3.32, -1.25], [2.42, 2.69, -2.19], [2.36, 1.32, -2.34], [1.51, 0.57, -1.55], [-2.47, -1.41, -1.02], [-2.25, -4.82, -0.86], [-4.59, -4.67, -1.62], [-5.52, -2.45, -2.21], [-5.32, -0.15, -2.46], [-4.06, 1.97, -2.21], [-1.92, 1.95, -1.01], [-3.18, 0.67, 1.40], [-3.97, 1.90, 3.37], [-2.38, 3.15, 4.78], [0.03, 3.16, 4.21], [0.83, 1.93, 2.25], [0.14, 3.09, 0.27], [1.67, 4.40, -1.13], [3.09, 3.28, -2.81], [2.97, 0.82, -3.08], [1.47, -0.51, -1.66], [3.39, -3.56, 0.64], [3.78, -2.26, 0.55], [4.95, -1.91, -0.15], [5.33, -0.59, -0.18], [4.56, 0.37, 0.48], [3.42, -0.05, 1.12], [3.02, -1.33, 1.16], [3.85, -4.26, 0.09], [2.54, -3.81, 1.09], [5.53, -2.67, -0.63], [6.23, -0.30, -0.70], [4.83, 1.42, 0.47], [2.78, 0.66, 1.62]]}

No. 2
{"formula": "C49H111N9O9", "method": "ωB97M-V/def2-TZVPD", "e_homo_ha": -0.3114, "smiles": "CC1(C)CCCC(C)(C)N1O.CC1(C)CCCC(C)(C)N1O.CC1(C)CCCC(C)(C)N1O.CC1(C)CCCC(C)(C)N1O.CC1(C)CCCC(C)(C)N1O.NC(N)=O.NC(N)=O.CO.CO", "e_lumo_ev": 0.205, "fmax_ev_per_a": 3.5, "energy_ev": -84447.2461, "orbital_gap_ha": 0.3189, "species": ["C", "C", "C", "C", "C", "C", "C", "C", "C", "N", "O", "H", "H", "H", "H", "H", "H", "H", "H", "H", "H", "H", "H", "H", "H", "H", "H", "H", "H", "H", "C", "C", "C", "C", "C", "C", "C", "C", "C", "N", "O", "H", "H", "H", "H", "H", "H", "H", "H", "H", "H", "H", "H", "H", "H", "H", "H", "H", "H", "H", "C", "C", "C", "C", "C", "C", "C", "C", "C", "N", "O", "H", "H", "H", "H", "H", "H", "H", "H", "H", "H", "H", "H", "H", "H", "H", "H", "H", "H", "H", "C", "C", "C", "C", "C", "C", "C", "C", "C", "N", "O", "H", "H", "H", "H", "H", "H", "H", "H", "H", "H", "H", "H", "H", "H", "H", "H", "H", "H", "H", "C", "C", "C", "C", "C", "C", "C", "C", "C", "N", "O", "H", "H", "H", "H", "H", "H", "H", "H", "H", "H", "H", "H", "H", "H", "H", "H", "H", "H", "H", "N", "C", "N", "O", "H", "H", "H", "H", "N", "C", "N", "O", "H", "H", "H", "H", "C", "O", "H", "H", "H", "H", "C", "O", "H", "H", "H", "H"], "coordinates": [[-0.65, 7.75, -1.12], [-0.43, 6.81, 0.14], [0.48, 7.63, 1.08], [-1.73, 6.47, 0.83], [-2.53, 5.40, 0.05], [-1.62, 4.18, -0.28], [-0.33, 4.51, -1.04], [0.50, 3.29, -1.15], [-0.59, 4.96, -2.50], [0.30, 5.55, -0.24], [1.48, 5.99, -0.96], [-1.57, 7.52, -1.60], [-0.74, 8.78, -0.83], [0.26, 7.75, -1.75], [1.36, 7.92, 0.55], [-0.09, 8.47, 1.48], [0.83, 7.01, 1.93], [-1.55, 6.08, 1.87], [-2.32, 7.36, 0.95], [-3.39, 4.99, 0.58], [-2.90, 5.93, -0.82], [-2.19, 3.49, -0.85], [-1.50, 3.65, 0.66], [1.28, 3.46, -1.90], [-0.07, 2.42, -1.45], [0.98, 3.12, -0.22], [-1.38, 5.70, -2.52], [-0.95, 4.21, -3.18], [0.28, 5.42, -2.92], [2.24, 5.78, -0.40], [2.98, -0.47, -2.62], [4.40, -0.58, -2.07], [4.57, 0.34, -0.85], [4.77, -2.03, -1.70], [4.87, -2.92, -2.91], [5.87, -2.36, -3.94], [5.63, -0.87, -4.27], [6.88, -0.38, -4.92], [4.44, -0.67, -5.24], [5.48, -0.16, -3.01], [5.40, 1.27, -3.30], [2.34, -0.89, -1.84], [2.74, 0.59, -2.78], [2.76, -1.06, -3.53], [4.14, 1.26, -1.19], [3.86, 0.01, -0.02], [5.55, 0.47, -0.48], [5.62, -1.98, -0.99], [3.99, -2.40, -1.02], [5.11, -3.93, -2.63], [3.93, -3.00, -3.43], [5.83, -3.01, -4.82], [6.85, -2.40, -3.42], [7.70, -0.42, -4.21], [6.77, 0.68, -5.16], [7.15, -0.99, -5.78], [4.76, -0.87, -6.24], [4.08, 0.37, -5.11], [3.60, -1.37, -5.05], [6.21, 1.66, -2.89], [-0.62, -5.38, -3.96], [0.49, -4.33, -3.71], [1.54, -4.86, -2.72], [1.11, -4.01, -5.06], [0.26, -3.08, -5.90], [-0.04, -1.82, -5.20], [-0.77, -2.11, -3.89], [-0.88, -0.80, -3.02], [-2.25, -2.54, -4.17], [0.03, -3.01, -3.10], [-0.71, -3.29, -1.92], [-1.18, -5.10, -4.88], [-0.04, -6.29, -4.02], [-1.25, -5.40, -3.10], [2.15, -5.71, -3.10], [2.16, -4.01, -2.44], [1.02, -5.24, -1.81], [2.06, -3.44, -4.93], [1.44, -4.88, -5.62], [0.82, -2.99, -6.82], [-0.70, -3.45, -6.32], [-0.55, -1.11, -5.84], [0.91, -1.25, -4.93], [-1.70, -0.22, -3.45], [0.06, -0.27, -2.95], [-1.21, -0.99, -1.99], [-2.65, -1.75, -4.77], [-2.72, -2.51, -3.19], [-2.33, -3.52, -4.60], [-0.18, -2.88, -1.23], [-0.74, -5.23, 0.98], [-2.08, -4.93, 1.61], [-2.78, -6.29, 1.81], [-1.88, -4.30, 2.99], [-3.15, -3.69, 3.54], [-3.78, -2.74, 2.48], [-4.12, -3.41, 1.14], [-5.28, -4.38, 1.24], [-4.49, -2.28, 0.19], [-2.78, -3.95, 0.72], [-2.95, -4.60, -0.58], [-0.26, -4.38, 0.52], [-0.19, -5.76, 1.75], [-0.90, -5.87, 0.12], [-3.59, -6.32, 2.53], [-2.89, -6.82, 0.88], [-1.99, -6.82, 2.40], [-1.51, -5.09, 3.70], [-1.09, -3.56, 2.96], [-3.86, -4.52, 3.83], [-2.97, -3.16, 4.48], [-3.17, -1.85, 2.32], [-4.69, -2.34, 2.94], [-5.07, -5.14, 1.95], [-5.37, -4.84, 0.24], [-6.28, -3.91, 1.43], [-5.49, -1.85, 0.43], [-4.51, -2.69, -0.79], [-3.69, -1.49, 0.12], [-2.35, -4.00, -1.14], [-3.29, 2.82, 3.52], [-2.07, 2.17, 4.30], [-2.29, 0.70, 4.53], [-0.81, 2.48, 3.43], [-0.15, 3.87, 3.66], [0.01, 4.20, 5.13], [-1.28, 4.10, 5.93], [-0.98, 4.08, 7.44], [-2.17, 5.38, 5.55], [-1.81, 2.71, 5.70], [-2.99, 2.60, 6.45], [-4.25, 2.69, 3.99], [-3.13, 3.87, 3.30], [-3.28, 2.25, 2.56], [-2.51, 0.18, 3.56], [-1.40, 0.29, 5.00], [-3.16, 0.63, 5.18], [-0.08, 1.75, 3.71], [-0.91, 2.31, 2.34], [0.80, 3.80, 3.16], [-0.80, 4.65, 3.22], [0.48, 5.19, 5.17], [0.73, 3.55, 5.65], [-0.33, 3.22, 7.70], [-1.91, 4.02, 8.00], [-0.38, 4.95, 7.67], [-3.22, 5.23, 5.89], [-2.09, 5.63, 4.49], [-1.69, 6.23, 6.01], [-3.75, 3.10, 6.00], [3.39, -4.52, 1.35], [3.08, -3.16, 1.34], [3.94, -2.21, 1.83], [2.05, -2.77, 0.71], [3.70, -4.97, 2.18], [2.69, -5.08, 0.91], [3.60, -1.26, 1.86], [4.86, -2.49, 2.17], [-0.58, -1.94, 1.16], [-0.55, -0.70, 0.60], [0.76, -0.18, 0.47], [-1.57, -0.07, 0.21], [-1.39, -2.64, 1.12], [0.32, -2.44, 1.12], [0.85, 0.64, -0.13], [1.56, -0.82, 0.53], [-4.69, 1.61, -0.78], [-4.11, 1.64, 0.52], [-4.78, 0.55, -1.08], [-5.71, 2.00, -0.78], [-4.05, 2.02, -1.60], [-3.20, 1.31, 0.46], [2.97, 0.70, 3.68], [2.53, 0.40, 2.41], [2.58, 1.67, 4.02], [2.62, -0.04, 4.44], [4.07, 0.77, 3.63], [1.59, 0.32, 2.30]]}

No. 3
{"formula": "C11H8", "method": "ωB97M-V/def2-TZVPD", "e_homo_ha": -0.2952, "smiles": "C#CC1=Cc2ccccc2C1", "e_lumo_ev": 0.263, "fmax_ev_per_a": 5.5, "energy_ev": -11533.5232, "orbital_gap_ha": 0.3048, "species": ["C", "C", "C", "C", "C", "C", "C", "C", "C", "C", "C", "H", "H", "H", "H", "H", "H", "H", "H"], "coordinates": [[-1.65, 0.72, -4.00], [-1.39, 0.65, -2.82], [-0.84, 0.40, -1.57], [-0.90, 1.29, -0.43], [-0.11, 0.68, 0.66], [-0.03, 1.05, 2.01], [0.71, 0.08, 2.78], [1.38, -1.03, 2.35], [1.19, -1.42, 1.01], [0.43, -0.47, 0.17], [0.03, -0.72, -1.31], [-1.89, 0.76, -5.11], [-1.35, 2.23, -0.34], [-0.48, 1.99, 2.45], [0.83, 0.29, 3.91], [1.96, -1.74, 3.03], [1.52, -2.38, 0.65], [-0.35, -1.72, -1.42], [0.90, -0.66, -2.02]]}

Please write out number 3 again, unchanged.
{"formula": "C11H8", "method": "ωB97M-V/def2-TZVPD", "e_homo_ha": -0.2952, "smiles": "C#CC1=Cc2ccccc2C1", "e_lumo_ev": 0.263, "fmax_ev_per_a": 5.5, "energy_ev": -11533.5232, "orbital_gap_ha": 0.3048, "species": ["C", "C", "C", "C", "C", "C", "C", "C", "C", "C", "C", "H", "H", "H", "H", "H", "H", "H", "H"], "coordinates": [[-1.65, 0.72, -4.00], [-1.39, 0.65, -2.82], [-0.84, 0.40, -1.57], [-0.90, 1.29, -0.43], [-0.11, 0.68, 0.66], [-0.03, 1.05, 2.01], [0.71, 0.08, 2.78], [1.38, -1.03, 2.35], [1.19, -1.42, 1.01], [0.43, -0.47, 0.17], [0.03, -0.72, -1.31], [-1.89, 0.76, -5.11], [-1.35, 2.23, -0.34], [-0.48, 1.99, 2.45], [0.83, 0.29, 3.91], [1.96, -1.74, 3.03], [1.52, -2.38, 0.65], [-0.35, -1.72, -1.42], [0.90, -0.66, -2.02]]}